<1>
The following is a DFT calculation (ωB97M-V with the def2-TZVPD basis set) of C7H14 in the gas phase.

## Properties
Frontier orbital gap: 10.282 eV
Spin multiplicity: 1

Geometry as XYZ:
```
21
C7H14 ωB97M-V with the def2-TZVPD basis set
C -1.03 -3.24 0.97
C -0.16 -2.35 0.11
C -0.33 -1.05 -0.03
C 0.66 -0.15 -0.77
C 0.00 1.12 -1.28
C -0.20 2.23 -0.25
C 0.95 2.49 0.72
H -1.85 -2.68 1.38
H -0.41 -3.51 1.83
H -1.32 -4.16 0.48
H 0.55 -2.88 -0.52
H -1.10 -0.46 0.45
H 1.08 -0.72 -1.59
H 1.45 0.06 -0.06
H 0.60 1.52 -2.10
H -0.95 0.88 -1.76
H -1.12 2.09 0.34
H -0.49 3.14 -0.78
H 0.75 3.40 1.29
H 1.05 1.66 1.41
H 1.87 2.62 0.16
```

***

<2>
The following is a DFT calculation (ωB97M-V with the def2-TZVPD basis set) of 2 unconnected molecules or ions with the total composition C7H14.

## Properties
Frontier orbital gap: 9.896 eV
Spin multiplicity: 1

Geometry as XYZ:
```
21
C7H14 ωB97M-V with the def2-TZVPD basis set
C -2.45 -0.12 0.81
C -1.83 0.08 -0.54
C -0.88 0.96 -0.86
C -0.22 1.94 0.07
H -1.84 0.32 1.61
H -3.44 0.34 0.86
H -2.58 -1.19 1.03
H -2.20 -0.57 -1.33
H -0.53 0.97 -1.89
H 0.82 2.11 -0.22
H -0.23 1.60 1.11
H -0.72 2.92 0.03
C 0.82 -1.87 -0.62
C 1.92 -1.12 -0.61
C 2.44 -0.39 0.60
H 0.48 -2.37 -1.52
H 0.21 -1.97 0.27
H 2.50 -1.02 -1.53
H 1.64 -0.23 1.33
H 3.24 -0.96 1.09
H 2.85 0.58 0.33
```

***

Ranked by calculated energy, most stable first: <1>, <2>.

***

<1>
The following is a DFT calculation (ωB97M-V with the def2-TZVPD basis set) of C7H14 in the gas phase.

## Properties
Frontier orbital gap: 9.967 eV
Spin multiplicity: 1

Geometry as XYZ:
```
21
C7H14 ωB97M-V with the def2-TZVPD basis set
C 1.60 0.73 -0.78
C 0.30 0.47 -0.44
C -0.70 1.52 -0.31
C -0.69 2.42 -1.63
C -0.13 -0.89 -0.08
C 0.29 -1.38 1.32
C -0.45 -2.65 1.74
H 2.18 -0.18 -0.79
H 1.93 1.83 -0.98
H -0.38 2.16 0.51
H -1.76 1.18 -0.24
H -1.51 3.13 -1.48
H 0.33 2.78 -1.71
H -0.96 1.72 -2.44
H 0.34 -1.76 -0.68
H -1.26 -1.00 -0.25
H 0.05 -0.53 1.99
H 1.37 -1.62 1.26
H 0.05 -3.55 1.10
H -1.48 -2.47 2.02
H -0.21 -2.95 2.81
```

***

<2>
The following is a DFT calculation (ωB97M-V with the def2-TZVPD basis set) of C7H14 in the gas phase.

## Properties
Frontier orbital gap: 10.705 eV
Spin multiplicity: 1

Geometry as XYZ:
```
21
C7H14 ωB97M-V with the def2-TZVPD basis set
C 2.02 -0.79 0.73
C 1.04 -0.60 -0.44
C -0.03 0.45 -0.23
C 0.70 1.74 -0.01
C -1.13 0.48 -1.26
C -1.47 0.21 0.18
C -2.01 -1.13 0.63
H 2.50 -1.77 0.69
H 2.81 -0.04 0.63
H 1.56 -0.67 1.72
H 1.63 -0.10 -1.27
H 0.59 -1.55 -0.75
H 1.29 1.76 0.91
H 0.01 2.60 0.02
H 1.44 1.72 -0.87
H -1.39 1.44 -1.69
H -1.17 -0.36 -1.95
H -1.93 1.05 0.70
H -1.69 -1.35 1.66
H -1.67 -1.95 0.00
H -3.10 -1.13 0.61
```

***

<3>
The following is a DFT calculation (ωB97M-V with the def2-TZVPD basis set) of C7H14 in the gas phase.

## Properties
Frontier orbital gap: 9.970 eV
Spin multiplicity: 1

Geometry as XYZ:
```
21
C7H14 ωB97M-V with the def2-TZVPD basis set
C 1.71 1.02 0.03
C 0.47 0.68 -0.12
C -0.82 1.56 -0.45
C -0.68 2.67 -1.39
C 0.14 -0.80 -0.09
C -0.59 -1.83 0.96
C 0.06 -3.13 1.12
H 2.68 0.54 -0.05
H 1.86 2.13 0.36
H -1.16 2.05 0.60
H -1.81 0.96 -0.55
H -0.26 2.46 -2.29
H -1.65 3.22 -1.41
H -0.44 3.57 -0.89
H 1.22 -1.21 -0.48
H -0.46 -1.00 -1.07
H -1.58 -1.98 0.48
H -0.96 -1.27 1.86
H 1.16 -3.09 1.21
H 0.11 -3.56 0.08
H -0.49 -3.78 1.91
```

***

<4>
The following is a DFT calculation (ωB97M-V with the def2-TZVPD basis set) of C7H14 in the gas phase.

## Properties
Frontier orbital gap: 11.082 eV
Spin multiplicity: 1

Geometry as XYZ:
```
21
C7H14 ωB97M-V with the def2-TZVPD basis set
C 0.49 0.14 1.60
C 1.43 -0.26 0.45
C 1.35 0.62 -0.82
C -0.07 0.70 -1.40
C -0.83 -0.61 -1.42
C -1.44 -0.96 0.31
C -0.99 0.18 1.20
H 0.74 1.16 1.93
H 0.71 -0.51 2.46
H 2.46 -0.22 0.82
H 1.24 -1.30 0.17
H 1.63 1.65 -0.55
H 2.11 0.28 -1.53
H -0.64 1.33 -0.63
H -0.18 1.36 -2.26
H -1.62 -0.61 -2.19
H -0.22 -1.51 -1.53
H -2.53 -1.14 0.42
H -0.91 -1.91 0.45
H -1.67 0.51 1.99
H -1.06 1.11 0.53
```

***

Ranked by calculated energy, most stable first: <2>, <4>, <1>, <3>.

***

<1>
The following is a DFT calculation (ωB97M-V with the def2-TZVPD basis set) of 4 unconnected molecules or ions with the total composition CH9O3S.

## Properties
Total charge: -1
Frontier orbital gap: 7.315 eV
Spin multiplicity: 1

Geometry as XYZ:
```
14
CH9O3S ωB97M-V with the def2-TZVPD basis set
C -1.91 -1.28 -0.68
S -1.98 -0.35 0.92
H -0.83 -1.24 -0.88
H -2.20 -2.35 -0.68
H -2.41 -0.86 -1.55
H 0.19 -0.06 1.47
H 0.79 1.19 1.04
O 1.08 0.35 1.46
H -0.70 1.93 -1.22
H -1.25 1.40 0.12
O -0.63 2.12 -0.28
H 2.85 0.29 -0.21
H 3.47 -0.72 0.70
O 3.52 -0.40 -0.21
```

***

<2>
The following is a DFT calculation (ωB97M-V with the def2-TZVPD basis set) of 4 unconnected molecules or ions with the total composition CH9O3S.

## Properties
Total charge: -1
Frontier orbital gap: 7.119 eV
Spin multiplicity: 1

Geometry as XYZ:
```
14
CH9O3S ωB97M-V with the def2-TZVPD basis set
C 0.15 1.02 -0.62
S 0.72 -0.02 0.79
H -0.92 1.18 -0.55
H 0.59 2.02 -0.56
H 0.49 0.63 -1.58
H 2.33 -0.46 -0.79
H 3.29 0.12 -1.78
O 2.76 -0.68 -1.64
H -1.21 -3.52 0.78
H -2.26 -2.70 0.08
O -2.06 -3.61 0.34
H -1.59 2.68 1.49
H -0.87 1.29 1.86
O -1.42 2.03 2.19
```

***

Ranked by calculated energy, most stable first: <1>, <2>.

***

<1>
The following is a DFT calculation (ωB97M-V with the def2-TZVPD basis set) of 2 unconnected molecules or ions with the total composition C12H14NO2.

## Properties
Total charge: -1
Frontier orbital gap: 7.164 eV
Spin multiplicity: 1

Geometry as XYZ:
```
29
C12H14NO2 ωB97M-V with the def2-TZVPD basis set
C -2.11 0.60 -2.59
C -1.22 -1.04 0.71
C -1.53 -1.17 -0.73
C -1.56 0.16 -1.23
C -1.45 0.98 -0.13
C -1.09 -2.12 1.56
C -0.94 -3.43 0.95
C -1.11 -3.52 -0.40
C -1.35 -2.47 -1.30
N -1.13 0.31 1.01
H -0.73 -2.01 2.59
H -0.79 -4.24 1.58
H -0.82 0.61 1.94
H -0.90 -4.52 -0.80
H -1.55 2.04 0.01
H -1.62 -2.69 -2.32
H -3.07 0.12 -2.69
H -1.48 0.34 -3.45
H -2.30 1.68 -2.56
C 2.20 2.27 0.52
C 3.42 1.57 -0.08
C 2.13 2.38 2.07
O 1.29 1.67 2.66
O 2.92 3.22 2.55
H 2.28 3.29 0.16
H 1.27 1.74 0.39
H 4.22 2.30 -0.25
H 3.15 0.95 -0.93
H 3.87 1.00 0.73
```

***

<2>
The following is a DFT calculation (ωB97M-V with the def2-TZVPD basis set) of a gas-phase ion, C12H14NO2 (charge -1).

## Properties
Total charge: -1
Frontier orbital gap: 7.529 eV
Spin multiplicity: 1

Geometry as XYZ:
```
29
C12H14NO2 ωB97M-V with the def2-TZVPD basis set
C -3.20 0.49 0.46
C -2.97 1.70 -0.19
C -2.20 -0.38 0.74
C -1.64 2.17 -0.45
C -0.92 -0.02 0.41
C -0.73 1.19 -0.22
C 2.71 0.65 0.47
C 0.22 -1.02 0.46
C 1.48 0.46 -0.51
C 0.09 -2.26 -0.38
C 0.66 -1.35 1.88
C 1.99 0.12 -1.98
N 0.61 1.55 -0.52
O 2.75 1.77 0.98
O 3.57 -0.25 0.47
H -4.19 0.25 0.87
H -3.72 2.36 -0.69
H -2.59 -1.17 1.40
H -1.50 2.98 -1.15
H -0.04 -2.08 -1.45
H -0.75 -2.86 -0.06
H 1.05 -2.62 -0.23
H 0.81 -0.42 2.33
H 1.52 -1.97 1.80
H -0.19 -1.85 2.48
H 2.55 0.92 -2.30
H 1.12 0.12 -2.81
H 2.52 -0.76 -1.94
H 0.97 2.26 0.11
```

***

Ranked by calculated energy, most stable first: <1>, <2>.

***

<1>
The following is a DFT calculation (ωB97M-V with the def2-TZVPD basis set) of 2 unconnected molecules or ions with the total composition C3H3N3O.

## Properties
Frontier orbital gap: 10.191 eV
Spin multiplicity: 1

Geometry as XYZ:
```
10
C3H3N3O ωB97M-V with the def2-TZVPD basis set
N 0.71 1.85 -1.63
C 0.67 0.82 -0.98
C 0.71 -0.30 -0.27
C 0.75 -0.24 1.19
O 0.89 0.77 1.85
H -0.16 2.31 -1.88
H 0.67 -1.25 -0.79
H 0.62 -1.22 1.69
N -2.48 -1.29 -0.13
N -2.38 -1.46 0.95
```

***

<2>
The following is a DFT calculation (ωB97M-V with the def2-TZVPD basis set) of C3H3N3O in the gas phase.

## Properties
Frontier orbital gap: 10.798 eV
Spin multiplicity: 1

Geometry as XYZ:
```
10
C3H3N3O ωB97M-V with the def2-TZVPD basis set
O 2.53 0.39 -0.29
C 1.72 -0.34 0.22
N 0.34 -0.10 0.13
C -0.29 1.03 -0.32
N -1.58 0.85 -0.33
C -1.70 -0.46 0.06
N -0.58 -1.07 0.38
H 1.95 -1.24 0.82
H 0.25 1.90 -0.68
H -2.65 -0.97 0.00
```

***

Ranked by calculated energy, most stable first: <2>, <1>.

***

<1>
The following is a DFT calculation (ωB97M-V with the def2-TZVPD basis set) of 2 unconnected molecules or ions with the total composition C3H3N3O.

## Properties
Frontier orbital gap: 10.088 eV
Spin multiplicity: 1

Geometry as XYZ:
```
10
C3H3N3O ωB97M-V with the def2-TZVPD basis set
N 2.06 -0.25 0.64
C 0.98 -0.55 0.19
C -0.23 -0.93 -0.19
C -1.41 -0.54 0.59
O -1.41 0.19 1.56
H 2.54 0.60 0.36
H -0.33 -1.53 -1.08
H -2.35 -1.00 0.22
N 0.58 2.14 -0.94
N -0.42 1.88 -1.34
```

***

<2>
The following is a DFT calculation (ωB97M-V with the def2-TZVPD basis set) of C3H3N3O in the gas phase.

## Properties
Frontier orbital gap: 9.756 eV
Spin multiplicity: 1

Geometry as XYZ:
```
10
C3H3N3O ωB97M-V with the def2-TZVPD basis set
O 2.52 -0.35 -0.19
C 1.38 -0.27 0.04
C 0.54 0.86 0.20
C -0.78 0.72 -0.02
N -1.25 -0.54 -0.13
N -0.49 -1.64 0.08
N 0.76 -1.50 0.13
H 0.93 1.87 0.43
H -1.41 1.56 -0.38
H -2.21 -0.71 -0.16
```

***

<3>
The following is a DFT calculation (ωB97M-V with the def2-TZVPD basis set) of C3H3N3O in the gas phase.

## Properties
Frontier orbital gap (alpha / beta): 7.229 / 7.231 eV
Spin multiplicity: 1

Geometry as XYZ:
```
10
C3H3N3O ωB97M-V with the def2-TZVPD basis set
N -2.57 0.46 0.72
C -1.42 0.29 0.34
N 1.32 -1.46 -1.20
N 1.98 -0.78 -0.50
O 0.97 0.64 1.32
C 1.18 0.54 0.06
C -0.23 0.14 -0.18
H -3.02 -0.32 1.20
H 1.55 1.41 -0.51
H 0.24 -0.92 -1.25
```

***

<4>
The following is a DFT calculation (ωB97M-V with the def2-TZVPD basis set) of C3H3N3O in the gas phase.

## Properties
Frontier orbital gap: 10.483 eV
Spin multiplicity: 1

Geometry as XYZ:
```
10
C3H3N3O ωB97M-V with the def2-TZVPD basis set
N -3.12 0.19 0.63
C -2.16 0.09 0.03
N -0.93 -0.12 -0.71
N -0.28 -1.18 -0.24
C 0.88 -0.88 0.10
C 1.06 0.62 -0.03
O -0.10 1.11 -0.61
H 1.42 -1.68 0.64
H 1.36 0.90 1.01
H 1.87 0.95 -0.82
```

***

Ranked by calculated energy, most stable first: <1>, <2>, <4>, <3>.

***

<1>
The following is a DFT calculation (ωB97M-V with the def2-TZVPD basis set) of C6H15NO2 in the gas phase.

## Properties
Frontier orbital gap: 10.242 eV
Spin multiplicity: 1

Geometry as XYZ:
```
24
C6H15NO2 ωB97M-V with the def2-TZVPD basis set
C 1.01 -0.28 -2.16
O 0.79 0.72 -1.18
C -0.33 0.57 -0.23
C -1.66 0.29 -0.94
C -0.46 1.98 0.39
C 0.02 -0.49 0.88
C 1.57 -0.38 1.27
N -0.20 -1.88 0.51
O -0.76 -0.27 2.03
H 1.26 -1.25 -1.72
H 1.87 0.03 -2.77
H 0.16 -0.37 -2.83
H -1.67 -0.68 -1.45
H -1.86 1.05 -1.71
H -2.50 0.28 -0.23
H -0.48 2.75 -0.39
H -1.37 2.09 0.99
H 0.39 2.23 1.04
H 2.25 -0.84 0.55
H 1.85 0.67 1.42
H 1.72 -0.89 2.22
H -1.18 -2.02 0.27
H -0.03 -2.50 1.30
H -0.39 -0.82 2.74
```

***

<2>
The following is a DFT calculation (ωB97M-V with the def2-TZVPD basis set) of 2 unconnected molecules or ions with the total composition C6H15NO2.

## Properties
Frontier orbital gap: 7.664 eV
Spin multiplicity: 1

Geometry as XYZ:
```
24
C6H15NO2 ωB97M-V with the def2-TZVPD basis set
C -0.89 -0.50 -0.47
C -0.53 -1.91 -0.88
C -1.99 -0.51 0.59
O -1.32 0.28 -1.61
H -2.07 -0.16 -2.04
H -0.21 0.82 0.25
H -1.67 -1.06 1.48
H -1.43 -2.47 -1.21
H 0.17 -1.91 -1.71
H -0.08 -2.46 -0.05
H -2.29 0.50 0.89
H -2.90 -1.01 0.21
C 0.74 1.33 2.15
C 1.74 0.47 -1.44
N 0.68 1.35 0.69
C 1.40 0.12 -0.03
O 1.93 -0.70 0.68
H 0.95 2.25 0.28
H 0.34 0.37 2.49
H 1.76 1.42 2.51
H 0.13 2.14 2.55
H 0.90 0.92 -1.97
H 2.59 1.16 -1.42
H 2.05 -0.44 -1.96
```

***

<3>
The following is a DFT calculation (ωB97M-V with the def2-TZVPD basis set) of 2 unconnected molecules or ions with the total composition C6H15NO2.

## Properties
Frontier orbital gap: 10.338 eV
Spin multiplicity: 1

Geometry as XYZ:
```
24
C6H15NO2 ωB97M-V with the def2-TZVPD basis set
H 2.21 -1.37 1.05
N 2.18 -0.35 1.16
C 2.13 0.25 0.04
C 1.96 1.73 -0.01
C 2.10 -0.47 -1.30
O 1.65 -1.80 -1.18
H 2.74 2.17 -0.64
H 0.99 1.98 -0.43
H 2.06 2.15 0.99
H 1.45 0.08 -1.99
H 3.11 -0.49 -1.72
H 0.74 -1.76 -0.83
C -2.15 1.04 0.98
C -1.46 -0.18 0.49
C -2.27 -1.46 0.52
O -1.10 0.23 -1.02
H -1.83 1.27 1.99
H -3.23 1.04 0.83
H -1.71 1.74 0.19
H -0.46 -0.28 0.93
H -1.74 -2.27 0.02
H -3.23 -1.31 0.04
H -2.44 -1.74 1.56
H -1.70 -0.20 -1.65
```

***

Ranked by calculated energy, most stable first: <1>, <3>, <2>.

***

<1>
The following is a DFT calculation (ωB97M-V with the def2-TZVPD basis set) of 2 unconnected molecules or ions with the total composition CH3BrP2.

## Properties
Frontier orbital gap (alpha / beta): 7.487 / 7.486 eV
Spin multiplicity: 1

Geometry as XYZ:
```
7
CH3BrP2 ωB97M-V with the def2-TZVPD basis set
C 1.89 0.61 -0.57
P 1.22 -0.70 0.15
P -0.88 -0.07 -0.15
Br 4.54 0.00 -0.33
H 1.66 1.57 -0.91
H -0.72 -0.66 -1.43
H -1.17 -1.15 0.63
```

***

<2>
The following is a DFT calculation (ωB97M-V with the def2-TZVPD basis set) of CH3BrP2 in the gas phase.

## Properties
Frontier orbital gap: 8.384 eV
Spin multiplicity: 1

Geometry as XYZ:
```
7
CH3BrP2 ωB97M-V with the def2-TZVPD basis set
P -0.71 1.19 -0.22
P -0.77 -0.47 -1.66
C -0.52 -1.69 -0.61
Br -1.03 -3.89 -1.56
H 0.14 0.60 0.72
H 0.34 1.84 -0.87
H -0.35 -1.96 0.41
```

***

Ranked by calculated energy, most stable first: <2>, <1>.